Entry from OMol25: C24H27HfNOSi as an isolated structure (wB97M-V/def2-TZVPD).

Last column: Mulliken charge in e.
Positions of all 55 atoms, in Å:
1 C 0.47 -2.73 -0.19  -0.7870
2 C 0.79 -2.40 -1.54  -0.3263
3 C 2.11 -1.87 -1.57  -0.6658
4 H 0.17 -2.54 -2.41  0.5853
5 C 2.73 -2.11 -0.29  -0.6382
6 C 1.70 -2.63 0.61  0.0193
7 H 1.89 -3.11 1.58  0.5868
8 H -0.48 -3.13 0.16  0.5358
9 H 2.69 -1.56 -2.45  0.5100
10 H 3.77 -1.95 0.01  0.7242
11 Hf 1.36 -0.41 0.36  0.9064
12 C 1.46 1.67 0.51  -1.2241
13 H 2.19 2.10 -0.20  0.4242
14 H 1.95 1.50 1.50  0.5489
15 H 0.55 2.29 0.61  0.2527
16 Si -1.29 0.48 -1.50  0.5412
17 C -2.42 1.33 -0.17  0.7205
18 C -3.59 0.55 -0.31  -0.4876
19 H -3.66 -0.20 -1.10  0.2501
20 C -4.58 0.50 0.67  -0.7693
21 H -5.42 -0.19 0.56  0.4133
22 C -4.47 1.37 1.77  -0.4139
23 H -5.25 1.36 2.55  0.4383
24 C -3.51 2.40 1.75  -0.7221
25 H -3.65 3.20 2.50  0.4006
26 C -2.42 2.32 0.86  -0.2275
27 H -1.59 3.03 0.99  0.3763
28 C -1.00 1.31 -3.09  0.6458
29 C -2.28 1.32 -3.69  -0.8669
30 H -3.16 1.50 -3.05  0.3940
31 C -2.40 1.02 -5.04  -0.4646
32 H -3.41 1.10 -5.45  0.3873
33 C -1.28 0.59 -5.78  -0.5488
34 H -1.50 0.17 -6.75  0.4141
35 C 0.00 0.70 -5.24  -0.5352
36 H 0.84 0.48 -5.91  0.4057
37 C 0.16 1.08 -3.88  -0.4538
38 H 1.16 1.21 -3.44  0.4773
39 H 0.35 0.51 -1.02  -0.0957
40 H -1.96 -0.65 -2.09  -0.1199
41 O -0.16 -0.64 1.92  -0.4750
42 C 0.24 -0.37 3.32  -0.6492
43 C 1.74 -0.40 3.39  0.6022
44 C 2.40 -0.97 4.46  -0.8867
45 C 3.78 -1.15 4.33  -0.3128
46 C 4.49 -0.75 3.20  -0.9336
47 C 3.79 -0.16 2.18  -0.1817
48 N 2.44 -0.18 2.25  0.0516
49 H -1.13 -0.77 1.79  0.2356
50 H -0.26 0.56 3.61  0.3868
51 H -0.20 -1.21 3.88  0.5325
52 H 1.77 -1.22 5.33  0.4783
53 H 4.30 -1.63 5.14  0.4592
54 H 5.54 -0.92 3.07  0.4879
55 H 4.22 0.24 1.28  0.5934

Properties
total charge	+2
gap between HOMO and LUMO	6.41	eV

Entry from OMol25: C24H27N13NiOS as an isolated structure (wB97M-V/def2-TZVPD).

Last column: Mulliken charge in e.
Positions of all 67 atoms, in Å:
1 Ni 0.18 0.35 0.27  0.0631
2 S -1.41 -1.10 1.04  -0.4009
3 C -1.60 -0.37 2.60  0.2912
4 N -2.45 -0.81 3.45  -0.6896
5 N -2.49 -0.23 4.71  -0.0502
6 C -1.41 -0.37 5.60  0.6209
7 C -0.21 -0.99 5.27  -0.3432
8 C 0.82 -1.07 6.21  -0.5261
9 C 0.67 -0.54 7.48  -0.6699
10 C -0.54 0.07 7.81  -0.3924
11 C -1.56 0.16 6.89  -0.5833
12 N -0.78 0.74 3.03  -0.6651
13 N -0.01 1.19 2.18  0.9961
14 C 0.84 2.26 2.60  0.4215
15 C 0.99 2.60 3.94  -0.3285
16 C 1.85 3.62 4.27  -0.6453
17 C 2.56 4.30 3.28  -0.4627
18 C 2.41 3.94 1.95  -0.8884
19 C 1.55 2.91 1.60  -0.0437
20 H -3.36 -0.49 5.13  0.2928
21 H -0.07 -1.43 4.30  0.5546
22 H 1.74 -1.56 5.93  0.3481
23 H 1.47 -0.60 8.20  0.4004
24 H -0.68 0.49 8.80  0.3745
25 H -2.49 0.65 7.15  0.3612
26 H 0.44 2.05 4.70  0.4021
27 H 1.99 3.90 5.31  0.4048
28 H 3.24 5.10 3.55  0.3850
29 H 2.98 4.45 1.18  0.4508
30 H 1.44 2.62 0.57  0.2388
31 C 3.02 -3.60 -0.45  -0.8583
32 N 2.67 -2.99 0.83  0.0399
33 C 2.84 -3.75 2.06  -0.8218
34 C 2.28 -1.74 0.87  0.4109
35 N 1.94 -0.64 0.90  -0.2911
36 H 4.08 -3.82 -0.48  0.3232
37 H 2.77 -2.92 -1.25  0.2049
38 H 2.45 -4.53 -0.56  0.3266
39 H 3.90 -4.00 2.20  0.3342
40 H 2.26 -4.67 2.01  0.3243
41 H 2.50 -3.16 2.91  0.1903
42 C -1.14 5.73 -2.70  -1.4299
43 C -1.55 4.65 -3.70  0.8426
44 C -0.34 3.90 -4.23  -1.3531
45 C -2.60 3.70 -3.10  -1.1959
46 N -2.11 3.01 -1.92  0.6389
47 C -1.34 1.92 -1.83  -0.4136
48 N -1.06 1.75 -0.56  0.6369
49 N -1.67 2.74 0.12  -0.1050
50 N -2.30 3.50 -0.69  -0.8728
51 H -0.49 6.46 -3.19  0.4348
52 H -0.58 5.31 -1.87  0.2398
53 H -2.00 6.26 -2.29  0.3729
54 H -2.06 5.13 -4.54  0.3044
55 H 0.23 3.44 -3.42  0.2135
56 H 0.33 4.59 -4.75  0.4169
57 H -0.63 3.12 -4.94  0.3646
58 H -2.89 2.94 -3.83  0.4628
59 H -3.49 4.24 -2.79  0.3686
60 H -1.01 1.30 -2.64  0.6347
61 O 0.87 -0.16 -1.66  -0.6504
62 N 1.54 0.94 -1.57  0.5034
63 C 2.78 0.96 -1.96  0.4861
64 C 3.49 2.19 -1.81  -0.0842
65 N 4.05 3.19 -1.70  -0.5275
66 C 3.44 -0.21 -2.45  0.1559
67 N 3.96 -1.17 -2.82  -0.5442

Properties
2S+1	3
gap between HOMO and LUMO (spin up / spin down)	6.58 / 6.57	eV
expectation value of S²	2.009

Looking at largest force on an atom for the records above, in order, we have 3.49, 0.40 eV/Å.
Looking at energy relative to the best compared isomer or geometry (same formula, charge and spin) for the records above, in order, we have 64.3, 22.0 kcal per mole.